1.
A structure of composition C4HLiO4Pt in a non-equilibrium geometry, computed with ωB97M-V/def2-TZVPD.

Geometry (Å):
O -1.9998 0.0055 -1.9124
C -2.2799 -0.6745 -2.7716
C 1.0331 1.0862 -0.0529
C 1.2822 0.4856 -1.1257
H 1.3741 0.4039 -2.1975
Li -1.2421 1.3699 -0.4789
O 1.6881 -0.1635 0.6248
C 0.6078 -0.6082 1.3102
O 0.7414 -1.2554 2.3525
O -0.3257 0.2568 1.1763
Pt -0.8792 -0.9062 3.0751

Properties
net charge: +1
total energy: -580.19175 Eh
HOMO energy (alpha / beta): -0.4367 / -0.4972 Ha
spin multiplicity: 4
LUMO (alpha / beta): -4.71 / -7.24 eV

Mulliken population analysis, charges in e, atoms 1 to 6: atom 1 (O): -0.066, atom 2 (C): 0.053, atom 3 (C): -0.710, atom 4 (C): 0.152, atom 5 (H): 0.441, atom 6 (Li): 0.948

=====

2.
A structure of composition C4HLiO4Sc in a non-equilibrium geometry, computed with ωB97M-V/def2-TZVPD.

Geometry (Å):
O -2.1751 0.4937 -2.7905
C -2.0595 0.2442 -3.8875
C -0.2715 0.4023 0.0304
C 0.8386 -0.0233 -0.5905
H 1.1669 -0.0116 -1.6242
Li -2.1401 0.8992 -0.6981
O 1.8429 -0.3715 0.3647
C 1.2364 -0.4641 1.4945
O 1.6552 -0.7831 2.6122
O -0.0152 -0.0270 1.4039
Sc -0.0786 -0.3589 3.6851

Properties
net charge: +3
total energy: -1220.94632 Eh
HOMO energy (alpha / beta): -0.8180 / -0.8105 Ha
LUMO (alpha / beta): -13.71 / -16.98 eV
energy relative to the best compared isomer or geometry (same formula, charge and spin): 0.000 eV

Mulliken population analysis, charges in e, atoms 1 to 6: atom 1 (O): -0.121, atom 2 (C): 0.134, atom 3 (C): -0.380, atom 4 (C): 0.169, atom 5 (H): 0.426, atom 6 (Li): 1.046

=====

3.
The molecule C4HN3 in a non-equilibrium geometry, computed with ωB97M-V/def2-TZVPD.

Geometry (Å):
C 1.2867 -0.7562 0.0053
C 0.0051 -0.2796 0.4303
C -1.2173 -0.6983 -0.3113
C -0.0889 1.2276 -0.0225
H -0.3239 -0.1946 1.5913
N 2.3654 -0.9541 -0.6534
N -2.4402 -0.6221 -0.5802
N 0.4129 2.2774 -0.4594

Properties
SMILES: N#CC(C#N)C#N
total energy: -317.11789 Eh
HOMO energy: -0.4462 Ha
LUMO: -1.04 eV
energy relative to the best compared isomer or geometry (same formula, charge and spin): 2.764 eV

Mulliken population analysis, charges in e, atoms 1 to 6: atom 1 (C): 0.115, atom 2 (C): 0.587, atom 3 (C): 0.042, atom 4 (C): 0.081, atom 5 (H): 0.304, atom 6 (N): -0.369

=====

4.
The molecule C4HNO in a non-equilibrium geometry, computed with ωB97M-V/def2-TZVPD.

Geometry (Å):
O -0.2561 0.5178 1.9343
C -0.0582 0.4996 0.7467
C -0.4860 -0.5554 -0.1480
C -0.8827 -1.4090 -0.9003
C 0.9454 1.3886 0.1085
N 2.0189 1.7154 -0.1864
H -1.2814 -2.1570 -1.5548

Properties
SMILES: C#CC(=O)C#N
total energy: -282.90489 Eh
HOMO energy: -0.4282 Ha
LUMO: -1.24 eV
energy relative to the best compared isomer or geometry (same formula, charge and spin): 0.335 eV

Mulliken population analysis, charges in e, atoms 1 to 6: atom 1 (O): -0.395, atom 2 (C): 0.106, atom 3 (C): -0.306, atom 4 (C): 0.334, atom 5 (C): 0.212, atom 6 (N): -0.334

=====

5.
The molecule C4HNO in a non-equilibrium geometry, computed with ωB97M-V/def2-TZVPD.

Geometry (Å):
O -0.8727 -1.3338 0.0369
C -0.5226 -0.1756 0.1258
C 0.9343 0.1167 0.0332
C 2.1378 0.1391 -0.1258
C -1.8700 0.4426 0.1443
N -3.0168 0.6100 0.0703
H 3.2100 0.2010 -0.2848

Properties
SMILES: C#CC(=O)C#N
total energy: -282.87229 Eh
HOMO energy: -0.4053 Ha
LUMO: -1.22 eV
energy relative to the best compared isomer or geometry (same formula, charge and spin): 1.223 eV

Mulliken population analysis, charges in e, atoms 1 to 6: atom 1 (O): -0.330, atom 2 (C): 0.262, atom 3 (C): -0.387, atom 4 (C): 0.230, atom 5 (C): 0.237, atom 6 (N): -0.383

=====

6.
A cluster of 2 separate species, C4O3 in total in a non-equilibrium geometry, computed with ωB97M-V/def2-TZVPD.

Geometry (Å):
C 0.0620 -0.4988 0.0589
C -1.1460 -0.0340 -0.1067
C 0.9094 1.5699 0.3127
C 0.9701 -1.4380 0.1534
O 0.1922 2.2806 -0.2180
O 1.7564 -2.2896 0.1927
O -2.2246 0.3785 -0.1952

Properties
total energy: -378.07141 Eh
HOMO energy: -0.3630 Ha
LUMO: 0.03 eV
energy relative to the best compared isomer or geometry (same formula, charge and spin): 0.578 eV

Mulliken population analysis, charges in e, atoms 1 to 6: atom 1 (C): -0.433, atom 2 (C): 0.615, atom 3 (C): 0.101, atom 4 (C): 0.649, atom 5 (O): -0.203, atom 6 (O): -0.364